11
Properties=species:S:1:pos:R:3:mulliken_charge:R:1 method="wB97M-V/def2-TZVPD" total_energy_ev=-18692.8418 lumo_ev=0.57 smiles=N#C[C@H](Cl)CN de_lowest_kj_mol=122.5
C -1.84 -0.56 2.06 0.168
C -0.16 -0.45 0.16 -0.711
C -0.57 -0.98 1.76 0.128
N -2.67 0.25 2.12 -0.441
N 0.76 0.61 -0.10 -0.575
Cl 0.64 -0.07 2.64 -0.199
H 0.28 -1.36 -0.32 0.329
H -1.09 -0.12 -0.24 0.445
H -0.18 -2.01 1.95 0.334
H 1.65 0.37 0.19 0.267
H 0.46 1.42 0.53 0.255